C3H3FFeO3 | the ωB97M-V functional and the def2-TZVPD basis

```
11
Properties=species:S:1:pos:R:3
C -1.16017 0.89807 0.01690
C -1.14252 -0.49951 -0.44343
F -1.53591 1.07675 1.29669
H -1.06569 1.78621 -0.60742
H -0.85459 -0.55595 -1.49772
H -2.00666 -1.08398 -0.11587
O 0.08270 -1.25811 0.38155
C 1.17376 -0.58088 0.40711
O 2.32337 -1.11078 0.43897
O 1.13106 0.67268 0.02265
Fe 3.05465 0.65550 0.10056
```

The molar mass is 161.90 g mol⁻¹. As for the spin multiplicity: 7. As for the total charge: +2. The value obtained for the highest occupied orbital energy (spin up / spin down) is -16.691 / -21.753 eV. For the orbital gap (spin up / spin down), the calculation gives 4.0 / 7.1 eV. Its LUMO energy (spin up / spin down) is -12.7 / -14.6 eV. The calculation puts the total energy at -46380.1908 eV.